The following is a quantum chemistry calculation of a structure of composition C24H41CrGeN7O, from the OMol25 dataset.

## Properties
Multiplicity: 5
Frontier orbital gap (alpha / beta), eV: 4.8 / 6.3
HOMO energy (alpha / beta), Ha: -0.16274 / -0.21829
Energy above the lowest of the compared OMol25 structures with the same formula, charge and spin, kcal per mole: 0.00

Element x y z (Å)
1 Cr 0.169861 1.248912 -0.268847
2 C 0.450889 -0.143307 3.803983
3 C 0.674141 0.294797 2.385923
4 N -0.407280 0.625355 1.599879
5 C -1.488085 1.340490 2.242172
6 C -2.321879 2.023184 1.170774
7 N -1.417349 2.729698 0.246986
8 C -2.089396 3.450628 -0.838187
9 C -2.243414 2.567429 -2.071792
10 N -0.994444 1.938740 -2.468796
11 C -0.036450 2.746337 -3.220021
12 C 0.908435 3.526123 -2.296328
13 N 1.347988 2.663681 -1.232065
14 C 2.645410 2.647985 -0.839209
15 C 3.664809 3.582297 -1.425396
16 C 3.015465 1.706824 0.106156
17 C 4.259188 1.411450 0.699027
18 C 4.338164 0.486729 1.746398
19 C 3.201174 -0.035448 2.340499
20 C 1.917473 0.319197 1.821253
21 N 1.936827 0.789830 0.440167
22 H -0.003943 0.657480 4.393101
23 H 1.381529 -0.423842 4.292472
24 H -0.232125 -0.997511 3.834445
25 H -1.108992 2.126464 2.920609
26 H -2.152378 0.710249 2.855437
27 H -3.050128 2.710921 1.618541
28 H -2.866743 1.283066 0.582018
29 H -0.842713 3.374777 0.781649
30 H -1.507011 4.339944 -1.073041
31 H -3.082631 3.792521 -0.523537
32 H -2.687047 3.171797 -2.877003
33 H -2.946916 1.766384 -1.837257
34 H -1.186593 1.072067 -2.947654
35 H -0.535449 3.433863 -3.919736
36 H 0.568829 2.052873 -3.807111
37 H 0.387862 4.414517 -1.906725
38 H 1.725040 3.914625 -2.911272
39 H 3.337860 4.621543 -1.348160
40 H 3.833116 3.368463 -2.484536
41 H 4.618201 3.490352 -0.913187
42 H 5.151889 1.924768 0.370511
43 H 5.309851 0.235344 2.152863
44 H 3.280251 -0.646812 3.229846
45 N -1.609051 -0.332950 -0.894801
46 C -2.353089 -1.198125 -0.707239
47 N -3.248721 -2.144255 -0.479823
48 C -3.806888 -2.301069 0.870352
49 C -3.167562 -3.491260 1.569143
50 O -3.269630 -4.656866 0.766400
51 C -2.580064 -4.492765 -0.461312
52 C -3.213696 -3.377546 -1.274887
53 H -4.882385 -2.461538 0.767455
54 H -3.637850 -1.381728 1.431102
55 H -3.687431 -3.703853 2.502875
56 H -2.116914 -3.278574 1.787384
57 H -2.648112 -5.440846 -0.993646
58 H -1.523216 -4.263431 -0.275282
59 H -4.242955 -3.639231 -1.530360
60 H -2.657497 -3.192328 -2.193042
61 C 0.488942 -2.662074 1.264142
62 Ge 1.552097 -2.090042 -0.277576
63 C 0.767124 -2.829916 -1.923616
64 C 3.331128 -2.890048 -0.087096
65 C 1.616543 -0.182587 -0.590802
66 H 0.176016 -3.702745 1.151712
67 H -0.378997 -2.015165 1.385545
68 H 1.101757 -2.582969 2.162071
69 H 0.770935 -3.921491 -1.899223
70 H 1.355088 -2.510386 -2.785781
71 H -0.254906 -2.478556 -2.069658
72 H 3.237388 -3.966506 0.070179
73 H 3.843309 -2.449208 0.767549
74 H 3.938752 -2.720146 -0.976282
75 H 2.176633 0.043457 -1.500324

Atomic forces in eV per Å
Cr -0.1 -0.3 -0.5
C 0.0 0.0 0.0
C 0.0 0.0 0.0
N 0.0 0.1 0.1
C 0.0 0.0 0.0
C 0.0 0.0 -0.1
N 0.1 0.0 0.2
C 0.0 0.0 0.0
C 0.0 0.0 -0.1
N 0.0 0.1 0.1
C 0.0 0.1 0.0
C -0.1 -0.1 0.0
N 0.2 0.1 0.0
C 0.0 0.0 0.0
C 0.0 0.0 0.0
C -0.1 0.0 0.0
C 0.0 0.0 0.0
C 0.0 0.0 0.0
C 0.0 0.0 0.0
C 0.0 0.0 0.0
N 0.3 -0.1 0.2
H 0.0 0.0 0.0
H 0.0 0.0 0.0
H 0.0 0.0 0.0
H 0.0 0.0 0.0
H 0.0 0.0 0.0
H 0.0 0.0 0.0
H 0.0 0.0 0.0
H -0.1 0.0 0.0
H 0.0 0.0 0.0
H 0.0 0.0 0.0
H 0.0 0.0 0.0
H 0.0 0.0 0.0
H 0.0 0.0 0.0
H 0.0 0.0 0.0
H 0.0 0.0 0.0
H 0.0 0.0 0.0
H 0.0 0.0 0.0
H 0.0 0.0 0.0
H 0.0 0.0 0.0
H 0.0 0.0 0.0
H 0.0 0.0 0.0
H 0.0 0.0 0.0
H 0.0 0.0 0.0
N -0.2 -0.2 -0.1
C 0.0 0.0 0.1
N 0.0 0.0 0.0
C 0.0 0.0 0.0
C 0.0 0.0 0.0
O 0.0 0.0 0.0
C 0.0 0.0 0.0
C 0.0 0.0 0.0
H 0.0 0.0 0.0
H 0.0 0.0 0.0
H 0.0 0.0 0.0
H 0.0 0.0 0.0
H 0.0 0.0 0.0
H 0.0 0.0 0.0
H 0.0 0.0 0.0
H 0.0 0.0 0.0
C 0.0 0.0 0.0
Ge 0.0 0.0 0.0
C 0.0 0.0 0.0
C 0.0 0.0 0.0
C -0.2 0.3 0.0
H 0.0 0.0 0.0
H 0.0 0.0 0.0
H 0.0 0.0 0.0
H 0.0 0.0 0.0
H 0.0 0.0 0.0
H 0.0 0.0 0.0
H 0.0 0.0 0.0
H 0.0 0.0 0.0
H 0.0 0.0 0.0
H 0.0 0.0 0.0


The following is a quantum chemistry calculation of a structure of composition C24H41F3LaP2, from the OMol25 dataset.

## Properties
Frontier orbital gap (alpha / beta), eV: 5.8 / 4.2
Net charge: +1
HOMO energy (alpha / beta), Ha: -0.32396 / -0.32705
Energy above the lowest of the compared OMol25 structures with the same formula, charge and spin, kcal per mole: 141.46

Element x y z (Å)
1 La -0.549929 -0.957630 0.131236
2 C 1.568113 2.902859 -2.137809
3 C 0.285764 3.291745 -1.651831
4 C 1.858086 4.123317 -0.215712
5 C 2.556772 3.473118 -1.267126
6 C 0.462872 3.973548 -0.425369
7 C 1.853256 2.186708 -3.380490
8 H 1.047590 1.504952 -3.674556
9 H 2.763475 1.584868 -3.304527
10 H 2.002996 2.872134 -4.230535
11 C 4.021263 3.327800 -1.376153
12 H 4.299941 2.977000 -2.381365
13 H 4.430482 2.606097 -0.636573
14 H 4.504520 4.306736 -1.184387
15 C 2.508079 4.791145 0.951456
16 H 3.337555 5.419991 0.612221
17 H 2.922687 4.071934 1.672121
18 H 1.788428 5.415394 1.491066
19 C -0.608378 4.524279 0.422189
20 H -0.844827 5.567412 0.151950
21 H -0.313205 4.523453 1.480439
22 H -1.536907 3.945749 0.339171
23 C -1.020840 2.990867 -2.307146
24 H -1.305668 3.876246 -2.905693
25 H -1.817371 2.803588 -1.559636
26 H -0.952710 2.116987 -2.977338
27 C -0.356584 -3.715492 0.653641
28 C -0.497376 -3.744469 -0.780705
29 C -1.918130 -3.730718 -1.419383
30 C -3.012192 -3.022204 -0.534742
31 C -2.581536 -1.802558 0.237492
32 C -2.398919 -1.754268 1.743788
33 C -1.846438 -2.988067 2.486857
34 C -1.360429 -4.171670 1.626968
35 H -2.279619 -4.768094 -1.549539
36 H -3.467057 -3.723480 0.207728
37 H -1.811713 -3.321908 -2.447440
38 H -2.163391 -4.786271 1.199625
39 H 0.621264 -4.141756 0.977557
40 H -0.019814 -4.671232 -1.093346
41 H -0.870548 -4.846524 2.344507
42 H -1.010903 -2.664953 3.146920
43 H -3.384620 -1.565404 2.170596
44 H -2.637800 -3.400057 3.120202
45 H -3.823260 -2.710006 -1.227234
46 H -2.991711 -0.892346 -0.262509
47 P 1.026353 -2.739102 -1.408397
48 C 2.499114 -3.423867 -2.104220
49 C 0.187960 -1.542603 -2.555079
50 P -1.772041 0.036272 2.583308
51 C 1.611306 -1.899430 0.086014
52 C -3.377065 0.909378 2.556542
53 C -1.430453 -0.144467 4.356492
54 H 3.305535 -3.048394 -1.455125
55 H 2.655718 -3.037669 -3.122031
56 H 2.459756 -4.524214 -2.086012
57 H -0.887346 -1.277441 -2.368529
58 H 0.138716 -2.092528 -3.516318
59 H 0.773692 -0.615815 -2.711746
60 H -1.710012 -1.102327 4.802684
61 H -1.951692 0.654194 4.897553
62 H -0.345743 -0.024611 4.478678
63 H 2.691127 -1.622066 0.079866
64 H 1.276436 -2.227771 1.121212
65 H -3.163055 1.904109 2.981190
66 H -4.154345 0.408035 3.151960
67 H -3.745966 1.006386 1.525126
68 F 2.852946 0.737647 0.597026
69 C 1.774568 0.467647 1.421860
70 F 2.319528 -0.277704 2.437635
71 F 1.513692 1.677523 2.013729

Atomic forces in eV per Å
La 3.5 6.5 0.9
C -2.3 0.9 0.6
C 0.9 -1.6 -0.4
C 2.4 -0.8 -1.0
C -1.1 1.3 2.7
C 0.0 -0.1 -1.0
C 0.2 -0.6 -0.9
H -0.1 0.2 0.0
H 0.0 0.1 0.0
H 0.0 -0.1 0.2
C 0.7 0.1 0.0
H 0.1 0.2 0.3
H -0.3 0.4 -0.3
H -0.1 -0.5 -0.2
C 0.0 0.0 0.1
H -0.1 0.0 0.1
H -0.1 0.1 -0.2
H 0.2 0.0 -0.1
C -0.4 0.1 0.6
H 0.1 -0.3 0.0
H -0.1 0.0 -0.2
H 0.1 0.1 -0.1
C -0.2 0.3 -0.1
H -0.3 -0.5 0.1
H 0.2 0.1 -0.4
H -0.1 0.3 0.1
C 1.1 -2.3 1.6
C 0.6 -0.7 -1.8
C 0.0 0.1 0.1
C -1.0 -0.1 0.3
C -1.8 -1.3 -1.0
C -2.2 0.7 1.8
C -0.1 -0.1 0.2
C -0.4 -0.3 0.8
H 0.5 0.3 0.0
H 0.3 0.1 -1.1
H -0.5 0.0 0.6
H 0.0 0.5 0.0
H -0.5 1.0 -0.4
H -0.2 -0.9 -0.1
H 0.0 0.2 -0.2
H -0.4 -0.4 -0.3
H -0.1 -0.3 0.1
H 0.2 0.3 0.2
H 0.3 -0.4 0.4
H -0.2 -0.2 0.9
P 0.1 1.6 3.4
C 0.4 -0.4 -1.3
C 0.1 0.0 -1.2
P -0.3 0.0 -1.4
C 1.4 -2.0 -1.0
C -0.2 -0.1 0.1
C 0.4 -0.5 0.2
H -0.4 -0.3 -0.3
H 0.0 -0.4 0.1
H 0.2 0.4 -0.1
H 0.8 -0.4 -0.1
H 0.0 0.4 0.3
H -0.2 -0.4 0.1
H -0.1 0.1 -0.1
H 0.1 -0.1 -0.2
H -0.3 0.0 0.1
H -1.1 -0.1 -0.2
H 0.7 0.1 -1.4
H -0.3 -0.3 -0.3
H 0.2 0.1 -0.1
H 0.2 0.1 0.3
F 0.2 0.0 0.0
C -1.6 -0.2 -0.6
F 0.5 -0.3 0.6
F 0.0 0.4 0.2


The following is a quantum chemistry calculation of a structure of composition C24H41F7N2O6PS3, from the OMol25 dataset.

## Properties
Frontier orbital gap, eV: 7.9
Net charge: -1
HOMO energy, Ha: -0.23897

Element x y z (Å)
1 C -7.400519 -2.403551 -1.643240
2 C -6.383028 -2.422702 -2.794634
3 C -5.296724 -1.359832 -2.655951
4 C -4.069355 -1.624505 -3.518088
5 C -3.261116 -2.869867 -3.105887
6 C -1.789653 -2.606751 -2.743373
7 C -1.390598 -3.098889 -1.345766
8 C 0.090892 -3.471565 -1.186687
9 C 0.977425 -2.358610 -0.605088
10 C 1.710721 -2.761321 0.665540
11 C 2.766693 -1.739214 1.083908
12 C 3.408509 -2.058034 2.431772
13 C 4.013658 -0.845424 3.146501
14 C 5.522808 -0.695932 2.932591
15 C 6.027777 0.738048 3.117205
16 C 6.319387 1.055434 4.604079
17 C 6.067040 2.519107 4.973701
18 C 4.953912 2.650769 6.038688
19 C 5.181657 4.070571 6.555864
20 C 4.510083 4.454302 7.889246
21 C 4.197634 3.241383 8.702766
22 O 4.956086 2.599384 9.346512
23 F 2.913825 2.885027 8.614896
24 P 4.671329 5.297254 5.239558
25 S 6.071088 6.184996 4.219486
26 C 6.711609 4.110606 6.593888
27 O 7.378270 4.847959 7.278611
28 N 7.172257 3.145938 5.724450
29 H -8.237540 -1.751197 -1.884675
30 H -6.944556 -2.058333 -0.717636
31 H -7.816759 -3.397369 -1.482325
32 H -6.927528 -2.223812 -3.717159
33 H -5.941866 -3.415467 -2.882982
34 H -5.028071 -1.214351 -1.605623
35 H -5.728614 -0.410635 -2.983043
36 H -4.404864 -1.694645 -4.550927
37 H -3.427105 -0.746057 -3.457675
38 H -3.267618 -3.559131 -3.951429
39 H -3.768142 -3.397180 -2.297752
40 H -1.598066 -1.535518 -2.820353
41 H -1.127436 -3.075389 -3.470869
42 H -1.682361 -2.358713 -0.599037
43 H -1.992070 -3.983940 -1.128702
44 H 0.469894 -3.747740 -2.169662
45 H 0.161998 -4.364207 -0.565974
46 H 0.407434 -1.446467 -0.429868
47 H 1.745943 -2.099808 -1.338036
48 H 1.012374 -2.890231 1.495734
49 H 2.216443 -3.715778 0.503639
50 H 3.535915 -1.723828 0.306636
51 H 2.330651 -0.738381 1.090830
52 H 4.183240 -2.814841 2.306111
53 H 2.648041 -2.502873 3.075730
54 H 3.841872 -0.962963 4.219347
55 H 3.509727 0.077981 2.861522
56 H 5.805650 -1.069143 1.947529
57 H 6.053516 -1.319963 3.654158
58 H 6.956015 0.860214 2.562044
59 H 5.290244 1.449279 2.749326
60 H 7.361749 0.818949 4.806735
61 H 5.705857 0.409406 5.228881
62 H 5.861672 3.123945 4.089301
63 H 3.961868 2.435492 5.653420
64 H 5.282964 1.974512 6.824155
65 H 5.148620 5.102223 8.484290
66 H 3.572748 4.970421 7.693925
67 H 3.816662 4.561659 4.403164
68 H 3.809256 6.192087 5.885277
69 H 7.954986 3.468055 5.169820
70 C -7.291163 2.669960 -9.745207
71 F -7.327801 3.989165 -9.953355
72 F -8.532201 2.194402 -9.882076
73 F -6.525341 2.122190 -10.693019
74 S -6.622076 2.345576 -8.059379
75 O -7.565687 2.957066 -7.168047
76 O -5.292494 2.884605 -8.083742
77 N -6.707790 0.766553 -8.147103
78 S -6.238654 -0.125152 -6.931493
79 O -7.079419 -0.074784 -5.766919
80 O -4.820777 -0.162647 -6.704350
81 C -6.625010 -1.750182 -7.707139
82 F -5.923580 -1.941278 -8.827571
83 F -7.923202 -1.860734 -8.000474
84 F -6.309215 -2.725582 -6.848520

Atomic forces in eV per Å
C 0.0 -0.1 -0.4
C -0.2 0.2 0.2
C -0.3 0.3 -0.2
C -0.1 0.0 0.3
C 0.0 0.1 -0.6
C 0.1 0.2 0.3
C -0.1 -0.4 -0.1
C -0.3 0.4 0.0
C 0.4 -0.2 -0.2
C 0.2 0.3 0.1
C 0.1 -0.2 -0.3
C -0.3 0.2 0.1
C 0.3 -0.3 0.4
C 0.1 0.3 -0.1
C 0.2 -0.3 0.6
C 0.0 0.2 -0.7
C 0.0 -0.2 0.9
C 0.6 0.4 -0.7
C -0.4 0.2 0.3
C -0.4 0.0 -0.2
C 0.9 -0.1 0.4
O -0.1 0.0 0.0
F -0.6 -0.2 -0.1
P 0.8 0.4 -0.7
S -0.2 -0.2 0.2
C 0.3 0.2 0.4
O -0.2 -0.1 -0.2
N -0.1 0.3 -0.5
H 0.0 0.2 0.1
H 0.0 0.0 0.1
H 0.0 -0.1 0.1
H 0.1 -0.2 -0.2
H 0.1 -0.1 0.0
H 0.2 -0.2 0.1
H 0.0 0.1 0.1
H 0.1 0.0 -0.1
H 0.1 0.1 -0.1
H -0.1 -0.2 0.1
H 0.0 0.0 0.2
H 0.1 0.1 0.0
H 0.0 -0.1 -0.1
H 0.0 0.0 0.1
H 0.0 -0.1 0.0
H 0.1 -0.2 -0.1
H 0.1 0.0 0.1
H -0.1 0.1 0.0
H 0.0 0.1 -0.1
H -0.1 -0.1 0.0
H -0.1 -0.2 0.0
H 0.1 0.1 0.0
H -0.1 0.1 0.1
H 0.0 -0.1 0.0
H -0.1 0.0 0.0
H -0.1 0.1 0.1
H -0.1 0.0 -0.2
H -0.1 0.1 -0.1
H 0.0 -0.2 -0.1
H 0.0 0.2 -0.2
H 0.0 0.0 -0.3
H 0.0 -0.1 0.2
H 0.0 0.0 0.2
H -0.1 0.0 -0.2
H -0.1 -0.1 0.1
H -0.5 -0.3 0.2
H 0.3 0.1 -0.1
H -0.1 0.1 0.1
H -0.3 -0.1 0.3
H -0.2 -0.1 0.2
H 0.3 -0.2 0.2
C 0.0 -0.2 0.0
F 0.0 0.1 0.0
F 0.0 0.0 0.0
F 0.0 0.0 0.0
S -0.1 0.0 -0.2
O -0.1 0.0 0.0
O 0.1 0.0 0.0
N 0.2 0.2 0.5
S -0.1 -0.1 -0.1
O -0.1 0.0 0.0
O 0.1 0.0 -0.1
C -0.1 0.2 -0.1
F 0.0 0.0 0.0
F 0.0 -0.1 0.0
F 0.0 -0.1 0.1